(1)
{
  "formula": "C16H21Cl2FeN3O2",
  "method": "ωB97M-V/def2-TZVPD",
  "elements": ["Fe", "C", "C", "C", "C", "C", "C", "C", "C", "C", "C", "H", "H", "H", "H", "H", "H", "H", "H", "H", "H", "H", "H", "H", "H", "H", "N", "C", "C", "N", "C", "C", "N", "H", "H", "H", "H", "H", "Cl", "C", "Cl", "C", "O", "O", "H"],
  "coordinates": [[0.1811, 0.1122, 0.4834], [-1.8146, -0.4752, 0.6148], [-1.0588, -1.1699, 1.5998], [-0.4621, -0.2074, 2.4653], [-0.8293, 1.0905, 2.0052], [-1.6725, 0.9330, 0.8647], [-2.3598, 2.0203, 0.1051], [-0.3504, 2.3711, 2.6100], [0.4521, -0.4915, 3.6138], [-0.8507, -2.6443, 1.6883], [-2.6331, -1.0780, -0.4792], [-3.3887, 2.1166, 0.4587], [-2.4033, 1.8025, -0.9617], [-1.8747, 2.9849, 0.2441], [-0.8254, 2.5263, 3.5808], [-0.5842, 3.2300, 1.9851], [0.7276, 2.3438, 2.7718], [0.1858, 0.1329, 4.4670], [1.4898, -0.2728, 3.3574], [0.3851, -1.5327, 3.9218], [-1.4294, -3.0460, 2.5228], [0.1975, -2.8807, 1.8605], [-1.1701, -3.1532, 0.7824], [-3.6942, -0.9905, -0.2379], [-2.4104, -2.1341, -0.6158], [-2.4704, -0.5688, -1.4291], [0.8348, -1.1421, -4.7534], [0.6445, -0.1896, -3.8101], [0.4804, -0.5334, -2.4528], [0.2766, 0.4024, -1.5394], [0.2171, 1.6839, -1.9432], [0.3797, 1.9984, -3.2780], [0.5903, 1.0789, -4.2092], [1.1044, -2.0734, -4.4934], [1.0701, -0.8295, -5.6810], [0.5345, -1.5600, -2.1209], [0.0617, 2.4449, -1.1919], [0.3371, 3.0295, -3.6061], [4.8681, -0.7203, 1.2412], [3.7197, -0.9991, -0.0505], [4.0905, -0.0449, -1.5059], [2.3217, -0.6169, 0.3730], [1.3292, -1.3591, 0.1184], [2.0561, 0.4567, 0.9611], [3.7464, -2.0452, -0.3369]],
  "atomic_forces_ev_per_a": [[-0.840, 0.050, 0.098], [0.084, 0.041, 0.041], [-0.358, 0.002, 0.234], [0.211, -0.223, -0.253], [-0.104, 0.291, -0.252], [-0.045, 0.096, 0.142], [-0.099, -0.065, 0.007], [-0.034, -0.052, 0.082], [-0.034, -0.005, -0.018], [-0.077, 0.026, 0.108], [0.000, 0.025, -0.013], [0.009, 0.016, 0.004], [-0.003, 0.004, 0.006], [0.000, -0.006, -0.013], [-0.007, 0.013, -0.008], [0.005, -0.006, -0.004], [0.004, 0.003, 0.001], [0.000, -0.009, 0.005], [0.011, 0.017, 0.025], [0.004, -0.005, -0.002], [-0.004, -0.011, -0.016], [0.011, -0.016, 0.008], [0.017, -0.004, -0.007], [-0.001, -0.011, 0.001], [0.005, 0.010, -0.009], [-0.017, 0.019, -0.004], [0.018, 0.025, 0.000], [-0.013, -0.041, -0.034], [-0.026, -0.021, 0.129], [-0.025, 0.504, 0.066], [0.087, 0.037, 0.021], [-0.035, -0.005, 0.010], [0.004, -0.010, 0.023], [-0.019, -0.009, 0.002], [-0.009, -0.003, 0.012], [0.008, -0.016, 0.047], [0.008, -0.011, -0.020], [0.015, 0.001, 0.006], [0.029, 0.014, 0.059], [-0.030, -0.102, -0.123], [-0.056, -0.019, 0.014], [0.046, -0.336, 0.432], [0.951, -1.065, -0.654], [0.308, 0.858, -0.203], [0.004, 0.002, 0.051]],
  "mulliken_spin": [1.21, -0.04, -0.08, -0.02, -0.08, -0.02, 0.00, 0.01, 0.00, 0.01, 0.00, 0.00, 0.00, 0.00, 0.00, 0.00, 0.00, 0.00, 0.00, 0.00, 0.00, 0.00, 0.00, 0.00, 0.00, 0.00, 0.00, 0.00, 0.01, -0.01, 0.03, 0.00, 0.00, 0.00, 0.00, 0.00, 0.01, 0.00, 0.00, 0.00, 0.00, -0.02, 0.00, 0.01, 0.00],
  "homo_lumo_gap_ev": [8.779, 8.558],
  "spin_multiplicity": 2,
  "charge": 1,
  "homo_ha": [-0.4435, -0.4433],
  "s_squared": 0.787,
  "energy_ha": -3120.9725
}

---

(2)
{
  "formula": "FH3N2O",
  "method": "ωB97M-V/def2-TZVPD",
  "elements": ["N", "N", "O", "F", "H", "H", "H"],
  "coordinates": [[0.7853, 0.2738, 0.3763], [0.0802, -0.7031, -0.1722], [-1.1681, -0.7444, 0.1708], [-2.1440, 0.7295, -0.0421], [0.3322, 1.1842, 0.5165], [1.7716, 0.2256, 0.4628], [0.3428, -0.9657, -1.3121]],
  "atomic_forces_ev_per_a": [[0.150, 2.063, 1.123], [-2.889, -0.951, -3.528], [2.957, -0.937, -0.404], [0.436, 0.259, -0.403], [-0.069, -0.866, -0.214], [0.532, -0.445, -0.225], [-1.118, 0.878, 3.652]],
  "nbo_charge": [-0.66, 0.06, -0.12, -0.41, 0.42, 0.39, 0.33],
  "homo_lumo_gap_ev": [9.199, 8.816],
  "homo_ha": [-0.3698, -0.3456],
  "energy_ha": -286.1902
}

---

Per-record ΔE to the lowest compared entry with this formula, charge and spin, kcal/mol: 0.0; 82.8